(1)
Molecular formula: C4H6OS2
Method: DFT, the ωB97M-V functional and the def2-TZVPD basis

Positions of all 13 atoms, in Å:
1 C -0.746 -0.434 -0.092
2 C 0.507 0.409 -0.131
3 C -0.652 -1.875 0.335
4 C 0.277 1.927 -0.116
5 O -1.744 0.047 -0.520
6 S 1.691 -0.170 -1.362
7 S 1.993 -0.242 0.627
8 H -0.679 -2.041 1.445
9 H 0.313 -2.278 -0.175
10 H -1.609 -2.338 0.208
11 H 1.234 2.476 0.008
12 H -0.336 2.047 0.768
13 H -0.248 2.474 -0.996

The value obtained for the energy above the lowest of the compared OMol25 structures with the same formula, charge and spin is 26.1 kcal per mole. The LUMO energy is 0.0235 eV. Its SMILES is CC(=O)C1(C)SS1. Its total charge is 0. As for the total energy: -27962.147 eV. The HOMO energy comes out at -8.612 eV.

(2)
Molecular formula: C28H38AuBFN7S4
Method: DFT, the ωB97M-V functional and the def2-TZVPD basis

Positions of all 80 atoms, in Å:
1 Au 1.920 2.045 0.276
2 C 3.362 -1.250 4.212
3 C 2.050 -0.606 4.656
4 C 2.317 0.829 5.092
5 C 1.435 -1.354 5.843
6 N 1.086 -0.724 3.504
7 C 0.618 -1.978 3.141
8 C -0.126 -1.834 2.035
9 N -0.148 -0.491 1.716
10 B -0.699 0.046 0.395
11 N -0.326 -0.894 -0.762
12 C -1.136 -1.358 -1.779
13 C -0.351 -1.911 -2.721
14 N 0.963 -1.774 -2.308
15 C 0.977 -1.155 -1.087
16 S 2.312 -0.802 -0.111
17 C 2.149 -2.288 -3.062
18 C 2.769 -3.442 -2.275
19 C 1.674 -2.801 -4.419
20 C 3.158 -1.164 -3.305
21 N -2.294 0.117 0.535
22 C -3.014 -0.417 1.529
23 C -4.324 -0.008 1.387
24 N -4.393 0.794 0.306
25 C -3.121 0.883 -0.243
26 S -2.621 1.741 -1.573
27 C -5.648 1.469 -0.175
28 C -5.966 0.989 -1.590
29 C -5.467 2.985 -0.101
30 C -6.790 1.064 0.751
31 C 0.624 0.184 2.607
32 S 0.940 1.872 2.535
33 H 4.074 -1.218 5.037
34 H 3.792 -0.696 3.378
35 H 3.220 -2.293 3.921
36 H 2.926 0.769 5.995
37 H 1.396 1.361 5.332
38 H 2.872 1.388 4.346
39 H 2.100 -1.249 6.699
40 H 1.308 -2.420 5.659
41 H 0.466 -0.926 6.107
42 H 0.891 -2.868 3.674
43 H -0.597 -2.576 1.413
44 H -0.349 1.165 0.178
45 H -2.207 -1.269 -1.758
46 H -0.625 -2.374 -3.648
47 H 2.047 -4.252 -2.149
48 H 3.099 -3.103 -1.295
49 H 3.632 -3.829 -2.818
50 H 0.993 -3.649 -4.328
51 H 2.546 -3.140 -4.975
52 H 1.196 -2.010 -5.000
53 H 3.657 -0.861 -2.391
54 H 2.665 -0.288 -3.729
55 H 3.905 -1.520 -4.017
56 H -2.574 -1.039 2.289
57 H -5.171 -0.239 2.005
58 H -5.204 1.293 -2.302
59 H -6.916 1.425 -1.899
60 H -6.065 -0.097 -1.614
61 H -4.709 3.337 -0.793
62 H -5.193 3.290 0.910
63 H -6.413 3.461 -0.357
64 H -6.967 -0.012 0.739
65 H -7.695 1.550 0.390
66 H -6.625 1.397 1.776
67 F 2.476 2.403 -5.884
68 C 2.382 2.350 -4.531
69 C 3.499 2.617 -3.770
70 C 3.394 2.558 -2.383
71 C 2.192 2.232 -1.759
72 C 1.091 1.959 -2.574
73 C 1.170 2.020 -3.961
74 H 4.433 2.866 -4.257
75 H 4.269 2.768 -1.782
76 H 0.140 1.686 -2.127
77 H 0.314 1.813 -4.593
78 S 3.845 3.506 0.998
79 C 4.476 2.367 2.055
80 N 4.913 1.581 2.787

As for the spin multiplicity: 3. The value obtained for the energy above the lowest of the compared OMol25 structures with the same formula, charge and spin is 14.9 kcal per mole. The LUMO energy (spin up / spin down) is -0.1861 / -3.6311 eV. As for the expectation value of S²: 2.030. Its total charge is 0. As for the total energy: -90513.014 eV. The HOMO energy (spin up / spin down) comes out at -6.191 / -7.015 eV.